1.
C48H112ClN6O2 | the ωB97M-V functional and the def2-TZVPD basis

Element x y z (Å)
C  4.803  -24.845  -11.313
C  5.989  -24.094  -11.794
N  7.062  -24.859  -12.575
C  7.500  -26.089  -11.732
C  6.440  -25.308  -13.915
C  7.395  -26.056  -14.852
C  8.303  -23.919  -12.945
C  7.995  -22.649  -13.886
O  7.272  -21.634  -13.110
C  7.372  -20.327  -13.587
H  4.952  -25.302  -10.334
H  4.470  -25.544  -12.080
H  3.943  -24.176  -11.335
H  6.556  -23.713  -10.945
H  5.673  -23.283  -12.449
H  8.326  -26.569  -12.256
H  6.654  -26.774  -11.687
H  7.837  -25.613  -10.811
H  6.071  -24.330  -14.226
H  5.622  -26.020  -13.802
H  6.863  -26.402  -15.738
H  7.807  -26.903  -14.304
H  8.243  -25.437  -15.145
H  9.132  -24.534  -13.295
H  8.649  -23.525  -11.989
H  7.521  -23.001  -14.802
H  8.942  -22.192  -14.172
H  8.367  -19.913  -13.420
H  6.726  -19.762  -12.915
H  7.118  -20.265  -14.645
C  6.658  -14.199  -13.580
C  7.872  -14.771  -14.200
N  7.707  -15.893  -15.316
C  7.050  -17.121  -14.648
C  6.758  -15.432  -16.443
C  7.319  -14.245  -17.285
C  9.122  -16.282  -15.868
C  9.155  -17.481  -16.918
O  8.945  -16.973  -18.219
C  8.282  -17.903  -19.131
H  6.936  -13.199  -13.245
H  6.172  -14.631  -12.705
H  5.905  -13.990  -14.340
H  8.507  -15.232  -13.443
H  8.424  -14.105  -14.863
H  7.759  -17.586  -13.963
H  6.690  -17.865  -15.360
H  6.249  -16.711  -14.034
H  5.786  -15.184  -16.018
H  6.687  -16.305  -17.093
H  8.312  -14.522  -17.641
H  7.266  -13.287  -16.769
H  6.739  -14.267  -18.208
H  9.664  -16.731  -15.036
H  9.766  -15.448  -16.147
H  8.441  -18.261  -16.653
H  10.099  -18.025  -16.885
H  8.851  -18.824  -19.253
H  8.231  -17.330  -20.057
H  7.246  -18.096  -18.853
C  15.402  -17.303  -10.620
C  13.885  -17.368  -10.927
C  13.202  -18.740  -10.777
N  11.636  -18.762  -10.920
C  10.989  -17.688  -10.107
C  11.022  -20.182  -10.598
C  11.424  -21.011  -11.875
C  11.606  -20.046  -13.007
C  11.221  -18.676  -12.423
H  15.937  -18.177  -10.993
H  15.611  -17.111  -9.568
H  15.891  -16.498  -11.169
H  13.658  -16.864  -11.866
H  13.404  -16.653  -10.259
H  13.354  -18.890  -9.708
H  13.779  -19.422  -11.401
H  9.940  -17.665  -10.401
H  11.484  -16.774  -10.436
H  11.070  -17.961  -9.054
H  9.932  -20.174  -10.566
H  11.399  -20.639  -9.683
H  10.775  -21.866  -12.064
H  12.335  -21.545  -11.602
H  11.134  -20.350  -13.941
H  12.649  -20.156  -13.305
H  10.141  -18.568  -12.518
H  11.804  -17.925  -12.956
C  1.492  -10.002  -9.885
C  1.991  -11.270  -9.182
C  2.643  -12.350  -10.013
N  3.198  -13.613  -9.133
C  1.992  -14.379  -8.415
C  4.340  -13.056  -8.070
C  5.335  -14.152  -7.980
C  4.977  -15.250  -8.920
C  4.028  -14.587  -9.922
H  1.150  -9.273  -9.150
H  0.669  -10.222  -10.565
H  2.192  -9.558  -10.592
H  1.154  -11.783  -8.708
H  2.683  -10.876  -8.438
H  3.625  -12.121  -10.427
H  2.024  -12.849  -10.759
H  1.059  -13.921  -8.740
H  2.138  -14.193  -7.351
H  2.090  -15.434  -8.672
H  3.890  -12.888  -7.092
H  4.845  -12.146  -8.393
H  5.279  -14.489  -6.944
H  6.373  -13.872  -8.164
H  4.669  -16.090  -8.296
H  5.811  -15.615  -9.519
H  3.330  -15.298  -10.365
H  4.508  -14.009  -10.711
C  5.301  -21.025  -10.344
C  4.324  -20.811  -11.574
C  3.949  -19.360  -11.616
N  2.935  -18.949  -12.676
C  3.627  -18.976  -14.073
C  2.351  -17.552  -12.267
C  1.088  -17.774  -11.433
C  0.838  -19.261  -11.470
C  1.655  -19.699  -12.759
H  6.247  -20.609  -10.689
H  5.343  -22.086  -10.094
H  5.030  -20.507  -9.424
H  3.450  -21.409  -11.313
H  4.735  -21.146  -12.526
H  4.779  -18.691  -11.843
H  3.638  -19.063  -10.614
H  3.009  -18.650  -14.909
H  3.815  -19.995  -14.409
H  4.524  -18.357  -14.103
H  2.078  -17.137  -13.237
H  3.079  -16.920  -11.759
H  0.229  -17.295  -11.903
H  1.197  -17.454  -10.397
H  -0.232  -19.470  -11.465
H  1.207  -19.849  -10.630
H  1.229  -19.429  -13.726
H  1.894  -20.760  -12.832
C  9.301  -21.870  -8.285
C  8.327  -20.808  -7.715
C  8.684  -19.359  -7.946
N  7.822  -18.319  -7.124
C  6.365  -18.361  -7.486
C  8.431  -16.860  -7.369
C  8.231  -16.103  -6.051
C  8.490  -17.241  -4.947
C  8.049  -18.534  -5.588
H  9.090  -22.082  -9.333
H  9.222  -22.902  -7.943
H  10.331  -21.526  -8.195
H  8.155  -21.167  -6.700
H  7.373  -20.929  -8.228
H  8.690  -19.169  -9.019
H  9.725  -19.152  -7.697
H  6.348  -18.361  -8.575
H  5.788  -17.574  -7.001
H  6.134  -19.302  -6.986
H  8.089  -16.273  -8.222
H  9.441  -17.162  -7.647
H  7.192  -15.785  -5.971
H  8.848  -15.205  -6.016
H  8.126  -16.878  -3.986
H  9.570  -17.385  -4.936
H  7.131  -18.918  -5.142
H  8.745  -19.369  -5.515
Cl  7.311  -17.470  -11.213

## Properties
LUMO level, eV: -9.306
Frontier orbital gap, eV: 10.0
Net charge: +5

***

2.
C38H46Cl2FMnN7O8 | the ωB97M-V functional and the def2-TZVPD basis

Element x y z (Å)
Mn  0.026  1.964  1.064
C  5.785  -3.421  1.327
C  5.107  -2.846  0.090
N  3.884  -2.121  0.409
C  3.920  -0.756  0.481
C  2.893  0.041  0.846
C  3.105  1.558  0.746
O  4.253  1.937  0.508
O  2.069  2.255  0.891
C  1.662  -0.567  1.265
O  0.649  0.002  1.638
C  1.611  -2.031  1.167
C  0.382  -2.637  1.423
C  0.276  -3.984  1.262
F  -0.888  -4.654  1.485
C  1.364  -4.744  0.845
C  2.585  -4.168  0.588
C  2.715  -2.782  0.735
N  1.099  -6.165  0.622
C  0.398  -6.409  -0.689
C  -0.044  -7.889  -0.734
N  0.302  -8.496  0.543
C  1.742  -8.536  0.737
C  2.270  -7.082  0.714
H  6.692  -3.957  1.046
H  5.130  -4.110  1.861
H  6.060  -2.620  2.012
H  4.885  -3.623  -0.645
H  5.769  -2.141  -0.408
H  4.848  -0.277  0.190
H  -0.456  -2.010  1.698
H  3.413  -4.767  0.239
H  1.116  -6.157  -1.466
H  -0.436  -5.716  -0.743
H  0.433  -8.391  -1.585
H  -1.122  -7.948  -0.869
H  -0.122  -9.404  0.660
H  0.433  -6.497  1.333
H  2.262  -9.118  -0.033
H  1.951  -8.993  1.703
H  2.893  -6.892  -0.158
H  2.829  -6.823  1.610
C  -2.492  2.523  -3.605
C  -3.356  1.849  -2.544
N  -4.570  2.596  -2.208
C  -5.835  2.090  -2.725
C  -6.021  2.349  -4.214
C  -4.581  3.810  -1.602
O  -5.570  4.530  -1.574
C  -3.298  4.286  -0.983
C  -2.770  5.519  -1.340
C  -1.607  5.943  -0.724
C  -1.021  5.117  0.220
N  -1.536  3.949  0.603
C  -2.662  3.555  0.009
H  -1.740  1.818  -3.962
H  -1.967  3.389  -3.198
H  -3.090  2.848  -4.458
H  -2.765  1.633  -1.656
H  -3.698  0.880  -2.912
H  -6.631  2.573  -2.163
H  -5.872  1.018  -2.517
H  -5.987  3.420  -4.415
H  -6.986  1.966  -4.549
H  -5.243  1.861  -4.803
H  -3.266  6.123  -2.089
H  -1.147  6.887  -0.981
H  -0.086  5.393  0.695
H  -3.079  2.614  0.340
C  0.434  3.373  5.788
C  -0.195  4.200  4.876
C  -0.275  3.805  3.552
N  0.228  2.654  3.096
C  0.836  1.865  3.986
C  0.962  2.179  5.326
H  0.511  3.650  6.831
H  -0.625  5.146  5.175
H  -0.775  4.422  2.823
H  1.236  0.941  3.597
H  1.466  1.492  5.992
O  0.432  3.604  -1.448
C  0.484  2.428  -1.772
C  0.970  1.945  -3.131
C  0.880  0.438  -3.010
C  0.342  0.202  -1.594
O  0.189  -0.931  -1.154
N  0.116  1.391  -0.957
H  1.980  2.322  -3.295
H  0.330  2.370  -3.904
H  1.850  -0.060  -3.082
H  0.217  -0.037  -3.735
Cl  3.522  8.004  0.409
C  2.438  6.642  0.051
Cl  2.491  5.387  1.284
H  2.746  6.206  -0.892
H  1.433  7.042  -0.015
C  -3.458  -0.497  0.827
O  -2.343  0.308  0.481
C  -1.755  1.060  1.513
O  -2.274  1.010  2.610
H  -3.461  -1.353  0.151
H  -4.397  0.053  0.707
H  -3.399  -0.830  1.865

## Properties
2S+1: 2
LUMO level (alpha / beta), eV: -0.798 / -0.798
Frontier orbital gap (alpha / beta), eV: 5.7 / 5.1
Expectation value of S²: 1.173

***

3.
C6H10O | the ωB97M-V functional and the def2-TZVPD basis

Element x y z (Å)
C  1.917  -1.188  0.151
C  0.464  -0.770  0.064
O  -0.028  -0.523  1.366
C  -1.252  0.174  1.210
C  -1.122  1.067  -0.039
C  0.217  0.531  -0.702
C  -1.768  0.640  -1.268
H  2.008  -2.113  0.727
H  2.505  -0.411  0.650
H  2.331  -1.360  -0.848
H  -0.138  -1.556  -0.420
H  -2.085  -0.528  1.069
H  -1.416  0.758  2.120
H  -1.030  2.134  0.200
H  0.987  1.291  -0.537
H  0.158  0.341  -1.787
H  -1.749  1.510  -1.956

## Properties
LUMO level, eV: 0.598
Frontier orbital gap, eV: 9.3

***

4.
C11H15N | the ωB97M-V functional and the def2-TZVPD basis

Element x y z (Å)
C  -1.856  -1.537  -1.528
C  -0.383  -1.437  -1.285
C  0.546  -2.340  -0.904
N  1.793  -1.750  -0.728
C  1.601  -0.380  -0.795
C  2.473  0.658  -0.500
C  2.014  1.962  -0.679
C  0.847  2.174  -1.403
C  -0.003  1.121  -1.740
C  0.314  -0.163  -1.313
H  -2.351  -0.588  -1.692
H  -2.311  -2.022  -0.665
H  -2.103  -2.248  -2.329
H  0.371  -3.368  -0.609
H  2.466  -2.184  -0.119
H  3.342  0.445  0.107
H  2.593  2.747  -0.198
H  0.473  3.156  -1.645
H  -0.977  1.369  -2.151
C  -1.806  0.663  2.209
C  -0.442  0.440  2.872
H  -2.515  1.055  2.937
H  -1.708  1.376  1.388
H  -2.146  -0.246  1.719
H  -0.497  -0.487  3.435
H  -0.050  1.220  3.530
H  0.316  0.367  2.087

## Properties
LUMO level, eV: 0.928
Frontier orbital gap, eV: 8.8
Structure (SMILES): Cc1c[nH]c2ccccc12.CC

***

Taking the records one at a time from the top gives energy above the lowest of the compared OMol25 structures with the same formula, charge and spin values of 31.0, 8.9, 83.2, 14.0 kcal/mol.
Taking the records one at a time from the top gives max |F| values of 3.1, 0.8, 0.4, 1.6 eV Å⁻¹.